The following is a DFT calculation (ωB97M-V with the def2-TZVPD basis set) of C32H22N8O6RhS3 as an isolated structure at a distorted geometry.

Positions of all 72 atoms, in Å:
Rh: 0.000 0.233 0.473
N: 4.089 1.280 0.475
C: 3.751 1.718 1.739
C: 4.514 2.023 2.861
C: 3.826 2.505 3.956
C: 2.430 2.688 3.917
C: 1.691 2.370 2.797
C: 2.374 1.850 1.701
N: 1.877 1.445 0.453
C: 2.944 1.141 -0.250
C: 3.097 0.884 -1.703
C: 4.278 1.040 -2.366
S: 4.060 0.731 -4.020
C: 2.394 0.418 -3.728
N: 2.037 0.538 -2.492
H: 4.986 0.934 0.190
H: 5.587 1.877 2.879
H: 4.370 2.750 4.860
H: 1.923 3.081 4.789
H: 0.615 2.491 2.769
H: 5.239 1.355 -1.992
H: 1.718 0.140 -4.528
O: 2.677 -1.216 2.375
C: 1.679 -0.861 2.983
N: 0.527 -0.405 2.414
S: -0.620 0.001 3.518
O: -1.662 -0.977 3.676
O: -1.026 1.367 3.318
C: 0.446 -0.195 4.920
C: 0.174 -0.012 6.263
C: 1.139 -0.428 7.173
C: 2.321 -1.031 6.740
C: 2.569 -1.213 5.385
C: 1.613 -0.783 4.485
H: -0.751 0.445 6.591
H: 0.966 -0.293 8.234
H: 3.047 -1.365 7.472
H: 3.478 -1.677 5.022
O: -3.264 -0.318 -9.207
S: -3.906 -0.887 -8.029
O: -3.109 -1.972 -7.483
O: -5.252 -1.351 -8.334
C: -4.031 0.463 -6.789
N: -4.871 1.443 -7.132
C: -4.856 2.431 -6.191
C: -4.106 2.417 -5.056
C: -3.254 1.298 -4.784
N: -3.271 0.326 -5.767
C: -2.435 1.138 -3.653
C: -2.336 2.108 -2.621
C: -1.541 1.877 -1.530
N: -0.801 0.768 -1.349
C: -0.877 -0.167 -2.333
C: -1.640 -0.031 -3.456
H: -5.507 3.273 -6.404
H: -4.165 3.244 -4.360
H: -2.873 3.044 -2.674
H: -1.463 2.619 -0.744
H: -0.270 -1.048 -2.188
H: -1.653 -0.815 -4.200
N: -1.339 -1.027 0.548
C: -1.441 -2.357 0.728
C: -2.705 -2.936 0.992
C: -2.830 -4.298 1.164
C: -1.709 -5.128 1.089
C: -0.454 -4.574 0.839
C: -0.315 -3.213 0.655
H: -3.558 -2.272 1.068
H: -3.804 -4.727 1.367
H: -1.814 -6.198 1.223
H: 0.418 -5.215 0.788
H: 0.654 -2.763 0.474

As for the spin multiplicity: 5. The largest force on an atom is 1.45 eV/Å. Its charge is -1. As for the energy above the lowest of the compared OMol25 structures with the same formula, charge and spin: 0.00 kJ/mol. As for the electronic energy: -93259.44070 eV. For the HOMO energy (spin up / spin down), the calculation gives -2.84 / -5.59 eV. The calculation puts the HOMO-LUMO gap (spin up / spin down) at 4.61 / 4.17 eV. For the LUMO energy (spin up / spin down), the calculation gives 1.767 / -1.418 eV.

The following is a DFT calculation (ωB97M-V with the def2-TZVPD basis set) of C13H35AlFN2O3 as an isolated structure.

Positions of all 55 atoms, in Å:
C: -4.561 2.528 3.678
C: -3.232 2.535 2.928
O: -2.230 3.126 3.775
C: -2.779 1.171 2.375
Al: -3.728 -0.517 2.975
C: -4.023 -0.667 4.984
C: -2.736 -0.679 5.765
F: -2.141 0.602 5.779
H: -4.983 3.535 3.710
H: -5.284 1.868 3.204
H: -4.407 2.213 4.709
H: -3.337 3.248 2.107
H: -2.286 2.676 4.619
H: -2.787 1.226 1.284
H: -1.721 1.084 2.637
H: -5.163 -0.660 2.186
H: -2.804 -1.806 2.545
H: -4.688 0.083 5.417
H: -4.508 -1.634 5.160
H: -2.854 -0.951 6.818
H: -2.009 -1.351 5.307
C: -0.185 -2.565 -2.249
C: 0.378 -1.392 -1.453
C: -0.442 -1.037 -0.206
O: -1.642 -0.355 -0.474
C: -2.754 -1.167 -0.795
N: 0.565 -0.249 -2.351
H: -1.066 -2.272 -2.820
H: 0.559 -2.929 -2.959
H: -0.467 -3.390 -1.591
H: 1.370 -1.687 -1.092
H: 0.150 -0.354 0.410
H: -0.646 -1.929 0.400
H: -2.696 -2.137 -0.295
H: -2.841 -1.303 -1.879
H: -3.647 -0.656 -0.436
H: 1.070 0.488 -1.868
H: -0.355 0.140 -2.536
C: 4.273 -0.829 -2.578
C: 3.890 0.151 -3.681
C: 5.009 0.424 -4.692
O: 6.046 1.267 -4.226
C: 7.058 0.627 -3.478
N: 3.360 1.367 -3.069
H: 4.916 -0.365 -1.831
H: 3.373 -1.170 -2.067
H: 4.790 -1.702 -2.982
H: 3.068 -0.301 -4.244
H: 4.577 0.946 -5.550
H: 5.435 -0.520 -5.060
H: 7.258 -0.379 -3.861
H: 6.805 0.559 -2.417
H: 7.964 1.224 -3.577
H: 2.964 1.970 -3.783
H: 4.127 1.900 -2.669

As for the spin multiplicity: 1. The largest force on an atom is 0.47 eV/Å. Its charge is -1. As for the electronic energy: -32485.57059 eV. For the HOMO energy, the calculation gives -4.65 eV. The calculation puts the HOMO-LUMO gap at 6.97 eV. For the LUMO energy, the calculation gives 2.315 eV.

Please write out number 1 again, unchanged.
The following is a DFT calculation (ωB97M-V with the def2-TZVPD basis set) of C32H22N8O6RhS3 as an isolated structure at a distorted geometry.

Positions of all 72 atoms, in Å:
Rh: 0.000 0.233 0.473
N: 4.089 1.280 0.475
C: 3.751 1.718 1.739
C: 4.514 2.023 2.861
C: 3.826 2.505 3.956
C: 2.430 2.688 3.917
C: 1.691 2.370 2.797
C: 2.374 1.850 1.701
N: 1.877 1.445 0.453
C: 2.944 1.141 -0.250
C: 3.097 0.884 -1.703
C: 4.278 1.040 -2.366
S: 4.060 0.731 -4.020
C: 2.394 0.418 -3.728
N: 2.037 0.538 -2.492
H: 4.986 0.934 0.190
H: 5.587 1.877 2.879
H: 4.370 2.750 4.860
H: 1.923 3.081 4.789
H: 0.615 2.491 2.769
H: 5.239 1.355 -1.992
H: 1.718 0.140 -4.528
O: 2.677 -1.216 2.375
C: 1.679 -0.861 2.983
N: 0.527 -0.405 2.414
S: -0.620 0.001 3.518
O: -1.662 -0.977 3.676
O: -1.026 1.367 3.318
C: 0.446 -0.195 4.920
C: 0.174 -0.012 6.263
C: 1.139 -0.428 7.173
C: 2.321 -1.031 6.740
C: 2.569 -1.213 5.385
C: 1.613 -0.783 4.485
H: -0.751 0.445 6.591
H: 0.966 -0.293 8.234
H: 3.047 -1.365 7.472
H: 3.478 -1.677 5.022
O: -3.264 -0.318 -9.207
S: -3.906 -0.887 -8.029
O: -3.109 -1.972 -7.483
O: -5.252 -1.351 -8.334
C: -4.031 0.463 -6.789
N: -4.871 1.443 -7.132
C: -4.856 2.431 -6.191
C: -4.106 2.417 -5.056
C: -3.254 1.298 -4.784
N: -3.271 0.326 -5.767
C: -2.435 1.138 -3.653
C: -2.336 2.108 -2.621
C: -1.541 1.877 -1.530
N: -0.801 0.768 -1.349
C: -0.877 -0.167 -2.333
C: -1.640 -0.031 -3.456
H: -5.507 3.273 -6.404
H: -4.165 3.244 -4.360
H: -2.873 3.044 -2.674
H: -1.463 2.619 -0.744
H: -0.270 -1.048 -2.188
H: -1.653 -0.815 -4.200
N: -1.339 -1.027 0.548
C: -1.441 -2.357 0.728
C: -2.705 -2.936 0.992
C: -2.830 -4.298 1.164
C: -1.709 -5.128 1.089
C: -0.454 -4.574 0.839
C: -0.315 -3.213 0.655
H: -3.558 -2.272 1.068
H: -3.804 -4.727 1.367
H: -1.814 -6.198 1.223
H: 0.418 -5.215 0.788
H: 0.654 -2.763 0.474

As for the spin multiplicity: 5. The largest force on an atom is 1.45 eV/Å. Its charge is -1. As for the energy above the lowest of the compared OMol25 structures with the same formula, charge and spin: 0.00 kJ/mol. As for the electronic energy: -93259.44070 eV. For the HOMO energy (spin up / spin down), the calculation gives -2.84 / -5.59 eV. The calculation puts the HOMO-LUMO gap (spin up / spin down) at 4.61 / 4.17 eV. For the LUMO energy (spin up / spin down), the calculation gives 1.767 / -1.418 eV.